Molecular formula: C9H12N
Method: DFT, ωB97M-V/def2-TZVPD

Structure (XYZ):
```
22
Properties=species:S:1:pos:R:3:forces:R:3
C 0.01944 -1.40815 -0.00035 0.012 -1.617 1.928
C 1.29775 -0.59446 -0.02394 -3.840 1.043 0.689
C 1.37915 2.18239 -0.10297 -0.383 2.484 0.254
C -2.49876 -0.62481 0.33745 -0.041 -1.135 3.146
C -1.38371 1.63294 0.05345 -0.776 -0.123 -0.382
C -1.39824 -0.95299 -0.55506 1.686 0.523 -1.027
C 1.11102 0.72747 0.14198 -0.995 2.164 -0.516
C 0.05507 1.60659 0.11869 0.517 -2.063 0.122
C 2.51075 -1.29506 -0.12899 2.815 2.187 3.610
N -1.96031 0.40752 -0.44155 0.085 -0.397 -2.045
H 0.51478 -2.36718 -0.33398 -1.974 0.322 -0.296
H -0.28570 -1.68016 1.11600 1.161 0.674 -1.840
H 1.50008 2.66627 -1.12499 0.378 -0.858 1.237
H 1.55799 2.88676 0.76022 0.734 -0.747 -0.968
H -3.49425 -1.09319 0.18413 0.583 0.923 0.134
H -2.08139 -0.59634 1.38531 -1.143 -0.237 -0.592
H -1.91451 1.72454 0.99948 0.566 0.853 0.546
H -1.70278 2.47027 -0.59569 0.083 -0.214 0.288
H -1.76500 -1.36615 -1.47801 0.716 -0.417 -0.431
H 3.38870 -0.61754 0.00824 -0.662 -0.462 -0.061
H 2.53058 -1.99442 0.70571 0.134 -0.562 -0.204
H 2.61934 -1.71432 -1.02514 0.343 -2.340 -3.592
```
Forces are in eV/Å.

Values from the calculation:
- 2S+1: 1
- Energy relative to the best compared isomer or geometry (same formula, charge and spin): 5.1122 eV
- LUMO energy: -5.994 eV
- Charge: +1
- E_tot: -11004.7493 eV
- Highest occupied orbital energy: -13.2 eV

---

Molecular formula: C9H12N2
Method: DFT, ωB97M-V/def2-TZVPD

Structure (XYZ):
```
23
Properties=species:S:1:pos:R:3:forces:R:3
N 3.96478 -0.26115 0.07289 2.260 -5.830 -0.378
C 2.57174 -0.16419 0.14370 1.051 2.686 -1.610
C 1.50011 -1.07497 0.13394 0.229 -1.162 1.270
C 0.20681 -0.57800 0.01130 -2.503 1.416 -2.330
C -0.11329 0.75124 -0.33661 2.661 0.095 3.151
C 1.09491 1.54553 -0.13293 -4.222 3.828 -1.915
N 2.30382 1.19085 -0.06669 1.403 -2.155 1.367
C -1.46620 1.42955 -0.08572 0.186 1.502 -3.398
C -2.45061 0.55583 0.62481 0.151 -0.947 3.392
C -2.37594 -0.74272 -0.22029 1.573 -2.779 -3.577
C -0.99027 -1.55115 -0.15103 0.758 2.160 5.057
H 4.76035 0.39291 0.24610 -2.277 -0.205 -0.121
H 4.39843 -1.29530 -0.11718 -1.694 3.475 0.883
H 1.38587 -2.17443 0.40091 1.499 1.300 -0.413
H 0.93889 2.73766 -0.21705 0.291 -2.474 0.275
H -1.10236 2.51886 0.16894 -1.797 -1.951 0.054
H -2.16706 1.37062 -1.04446 2.254 1.632 0.869
H -2.24704 0.54318 1.76263 0.322 -1.027 -1.518
H -3.44641 0.97033 0.70728 -0.358 0.200 -0.879
H -2.11791 -0.31017 -1.32846 -1.653 -1.140 2.170
H -3.15319 -1.66945 -0.37635 1.142 3.020 0.947
H -0.85114 -2.16117 0.80836 -0.776 0.019 -1.490
H -0.64427 -2.02389 -1.00411 -0.499 -1.662 -1.806
```
Forces are in eV/Å.

Values from the calculation:
- 2S+1: 1
- Energy relative to the best compared isomer or geometry (same formula, charge and spin): 4.7561 eV
- SMILES: Nc1cc2c(cn1)CCCC2
- LUMO energy: 1.005 eV
- Charge: 0
- E_tot: -12503.9785 eV
- Highest occupied orbital energy: -7.9 eV

---

Molecular formula: C9H12N2O
Method: DFT, ωB97M-V/def2-TZVPD

Structure (XYZ):
```
24
Properties=species:S:1:pos:R:3:forces:R:3
O -0.84740 1.59102 2.09001 0.020 -0.150 -0.092
C -0.53983 2.21524 0.88122 0.263 0.420 -0.244
N -1.64545 2.98678 0.30883 -0.048 -0.300 0.826
N -1.61625 2.95803 -1.04523 0.017 0.112 -0.891
C -0.79549 2.05410 -1.44395 -0.085 0.273 0.091
C -0.14891 1.37275 -0.34024 -0.205 -0.106 0.395
C 0.53498 0.24672 -0.31358 0.303 0.050 0.781
C 1.20430 -0.65164 0.63951 -0.076 0.196 0.332
C 0.37375 -1.84257 1.09225 -0.059 -0.022 -0.156
C -0.21542 -2.41104 -0.20744 -0.029 -0.097 0.029
C 0.82078 -2.10826 -1.29282 -0.130 -0.013 0.006
C 1.41720 -0.78758 -0.85887 0.077 -0.148 -0.539
H -1.57001 0.97324 1.93826 -0.121 -0.056 -0.073
H 0.30579 2.87915 1.13144 -0.138 -0.129 -0.035
H -1.89485 3.88503 0.69739 0.157 -0.110 -0.083
H -0.69503 1.80687 -2.48198 -0.035 0.020 -0.301
H 1.95157 -0.27977 1.32671 0.145 0.130 -0.093
H -0.40965 -1.55506 1.79441 0.049 -0.019 0.084
H 1.01990 -2.57394 1.58216 0.009 -0.003 0.006
H -0.43026 -3.47447 -0.12819 -0.109 -0.028 -0.020
H -1.14248 -1.88726 -0.44721 -0.036 -0.065 0.016
H 1.60842 -2.86549 -1.29910 0.009 0.005 -0.032
H 0.37804 -2.06380 -2.28785 0.008 -0.054 -0.037
H 2.33630 -0.46804 -1.33573 0.014 0.095 0.032
```
Forces are in eV/Å.

Values from the calculation:
- 2S+1: 1
- Energy relative to the best compared isomer or geometry (same formula, charge and spin): 2.9026 eV
- SMILES: O[C@@H]1NN=C/C1=C1/[C@H]2CCC[C@@H]12
- LUMO energy: 0.702 eV
- Charge: 0
- E_tot: -14552.7768 eV
- Highest occupied orbital energy: -8.1 eV

---

Molecular formula: C9H12N2O
Method: DFT, ωB97M-V/def2-TZVPD

Structure (XYZ):
```
24
Properties=species:S:1:pos:R:3:forces:R:3
C 3.69943 0.82510 0.19192 0.704 -0.082 2.736
C 2.29004 0.54848 -0.07303 -1.189 1.022 -1.042
C 1.31412 1.57862 -0.27910 -0.568 -4.108 0.415
C -0.01458 1.15267 -0.52729 1.148 -0.022 0.717
C -0.24754 -0.23507 -0.58194 -3.844 2.471 -0.854
C -1.66008 -0.74703 -0.99246 0.845 -1.203 0.466
N -2.46596 -1.32571 0.16053 -0.574 1.979 -1.228
C -2.84356 -0.32023 1.25412 2.036 -3.896 -0.526
N -4.18550 0.27443 1.10792 -1.523 1.197 -0.937
O -4.41687 1.04464 0.17844 1.665 -1.947 1.755
C 0.71626 -1.13295 -0.37095 -2.180 -4.887 -0.755
C 1.98074 -0.79469 -0.26124 3.930 0.745 1.265
H 3.87134 1.85311 0.37068 0.272 1.229 0.049
H 4.13113 0.30248 1.11442 -0.837 0.452 -1.153
H 4.27678 0.51876 -0.61337 1.299 -0.532 -1.595
H 1.57483 2.57081 -0.17458 0.477 1.990 0.230
H -0.83340 1.88782 -0.49675 0.350 -0.484 -0.580
H -1.53374 -1.53060 -1.79817 -0.016 0.260 1.246
H -2.13927 0.00526 -1.59918 -0.764 0.602 0.632
H -1.99071 -2.15842 0.48716 -0.205 0.361 0.419
H -2.72267 -0.95455 2.21326 -1.110 1.321 -1.295
H -2.02300 0.34585 1.29615 0.435 1.686 0.061
H 0.35727 -2.22557 -0.39295 0.909 1.518 -0.106
H 2.86497 -1.48322 -0.21357 -1.259 0.326 0.079
```
Forces are in eV/Å.

Values from the calculation:
- 2S+1: 1
- Energy relative to the best compared isomer or geometry (same formula, charge and spin): 4.5979 eV
- SMILES: Cc1ccc(CNCN=O)cc1
- LUMO energy: -0.321 eV
- Charge: 0
- E_tot: -14551.0815 eV
- Highest occupied orbital energy: -8.8 eV

---

Molecular formula: C9H12N2O
Method: DFT, ωB97M-V/def2-TZVPD

Structure (XYZ):
```
24
Properties=species:S:1:pos:R:3:forces:R:3
C 1.58805 -3.34947 -0.30677 -0.273 1.656 0.458
N 1.70407 -2.23833 -0.04538 0.674 -3.503 -1.305
C 1.76018 -0.91708 -0.08925 -3.190 5.253 2.384
N 2.81069 -0.15303 0.01940 -0.545 -2.028 -0.671
C 2.46671 1.25275 0.21014 -3.562 0.258 0.043
O 3.25692 2.08341 0.33015 1.559 1.068 0.079
C 0.86594 1.33068 0.26993 2.937 -1.300 -0.586
C 0.27924 2.04086 -0.89386 1.325 -0.275 -2.497
C 0.43121 -0.10224 0.21306 3.471 -0.833 -0.741
C -0.79561 -0.62485 0.17509 -0.125 -0.698 1.241
C -1.99229 0.14477 0.68565 -0.130 -1.971 -1.639
C -3.22930 -0.58573 0.13476 -0.807 -1.780 4.042
H 1.29803 -4.33521 -0.58703 0.117 -1.017 -0.041
H 3.75721 -0.48673 -0.00252 0.822 -0.083 -0.001
H 0.71729 2.00120 1.05915 -0.725 0.033 2.195
H 0.48742 3.07834 -0.83492 -0.517 1.209 0.468
H -0.77914 1.75679 -0.88316 0.471 0.676 -0.970
H 0.92467 1.82055 -1.80927 -1.656 -0.386 0.555
H -0.89484 -1.71061 -0.09152 -0.286 1.134 0.241
H -1.91498 0.36625 1.74445 -0.128 -0.697 0.506
H -2.04741 1.12490 0.29481 0.400 1.213 -0.722
H -3.09831 -0.96375 -0.86055 -0.465 0.547 -0.633
H -4.09296 -0.02846 0.47512 -0.456 0.564 -1.342
H -3.50279 -1.50502 0.79250 1.089 0.958 -1.064
```
Forces are in eV/Å.

Values from the calculation:
- 2S+1: 1
- Energy relative to the best compared isomer or geometry (same formula, charge and spin): 2.1702 eV
- SMILES: C#[N+]C1=[NH+]C(=O)[C@@H](C)/C1=C\CC
- LUMO energy (spin up / spin down): -11.583 / -11.584 eV
- Charge: +2
- E_tot: -14532.6308 eV
- Highest occupied orbital energy (spin up / spin down): -17.9 / -17.9 eV

---

Molecular formula: C9H12N2O3S3
Method: DFT, ωB97M-V/def2-TZVPD

Structure (XYZ):
```
29
Properties=species:S:1:pos:R:3:forces:R:3
C 1.13410 3.28480 -0.17082 -4.416 -8.400 -7.614
C 1.06001 2.04832 0.61353 -4.443 -1.669 -0.523
O 1.08524 0.71657 -0.35929 0.261 3.526 5.693
C 0.90334 -0.35867 0.45272 -0.307 -0.841 1.630
O 0.68015 -0.56138 1.74321 1.559 1.868 -7.275
C 1.17939 -1.39047 -0.70975 -0.901 -3.386 4.317
S -0.05145 -2.79296 -0.13855 5.396 -2.631 -0.938
C -1.40394 -1.99852 -0.18535 -8.343 8.560 -0.142
N -1.52250 -0.62870 -0.38743 5.215 -2.704 -0.652
N -2.62568 0.01738 -0.43691 -6.361 -4.583 3.794
C -2.96236 1.42516 -0.54538 1.871 -9.019 -8.950
C -3.75144 -0.90756 0.05663 1.679 1.978 -2.071
S -5.33928 -0.56180 0.00815 -0.248 0.302 0.388
S -3.11102 -2.47523 0.28330 1.440 -0.591 -0.182
C 2.68897 -1.91264 -0.37467 -2.928 7.057 -6.860
C 2.74769 -2.64214 0.72686 4.951 -7.728 6.863
O 3.45768 -1.27916 -1.08022 0.599 -1.682 1.026
H 0.98073 3.99509 0.34657 -1.506 9.550 7.194
H 0.37834 3.45732 -1.08127 1.206 -1.025 1.972
H 1.99189 3.24533 -0.59491 5.981 0.693 -2.872
H 1.81447 2.11377 1.38853 0.195 -1.120 -0.025
H -0.03077 1.99483 1.05254 2.362 -0.372 -0.361
H 1.01871 -1.01725 -1.70149 -0.116 0.049 -0.197
H -2.09762 1.78517 -0.81622 4.612 2.471 -2.278
H -3.24139 1.97612 0.08779 -4.362 6.381 10.555
H -3.68380 1.45965 -1.33002 -0.403 0.294 -0.832
H 3.93370 -3.00548 0.94292 -2.781 1.586 -0.373
H 2.32819 -2.24236 1.71609 0.179 -0.566 -1.853
H 2.43866 -3.74520 0.49345 -0.391 2.002 0.565
```
Forces are in eV/Å.

Values from the calculation:
- 2S+1: 1
- Energy relative to the best compared isomer or geometry (same formula, charge and spin): 0.4392 eV
- SMILES: CCOC(=O)[C@H](Sc1nn(C)c(=S)s1)C(C)=O
- LUMO energy: 0.042 eV
- Charge: 0
- E_tot: -51146.3898 eV
- Highest occupied orbital energy: -7.5 eV